18
Properties=species:S:1:pos:R:3:lowdin_charge:R:1 method="wB97M-V/def2-TZVPD" e_lumo_ev="-1.13 / -1.13" gap_ev="7.76 / 7.76" smiles="CC/C=C(/C#N)C(C)=S"
C -1.422 -1.749 -0.006 -0.24
C 0.591 -0.649 0.074 0.00
C -0.754 -0.500 -0.123 -0.25
C -1.505 0.725 -0.561 -0.73
C -3.030 0.781 -0.503 -0.14
C 2.944 -0.227 0.708 -0.14
C 1.782 0.305 -0.036 -0.28
N -1.896 -2.779 0.140 0.17
S -0.843 2.184 -0.817 0.77
H 0.963 -1.670 0.457 0.15
H -3.227 1.598 0.302 0.11
H -3.335 1.273 -1.472 0.08
H -3.499 -0.168 -0.349 0.05
H 3.095 -1.291 0.517 0.08
H 3.797 0.503 0.638 0.10
H 2.890 -0.090 1.762 0.06
H 1.488 1.302 0.380 0.09
H 1.961 0.453 -1.112 0.12

***

19
Properties=species:S:1:pos:R:3:lowdin_charge:R:1 method="wB97M-V/def2-TZVPD" e_lumo_ev="-0.91 / -0.91" gap_ev="6.23 / 6.62"
C 3.009 -1.271 0.276 -0.17
C 1.589 -1.585 -0.022 -0.09
C 3.309 0.006 -0.017 -0.43
C 0.818 -0.429 -0.217 -0.62
C -0.550 -0.485 -0.186 -0.38
C -0.796 2.488 -0.254 -0.37
C -3.158 -1.081 0.206 -0.40
N -1.765 1.584 0.070 0.02
S 1.927 0.943 -0.378 1.02
S -1.603 -1.843 -0.225 0.89
H 3.801 -2.052 0.399 0.11
H 1.028 -2.532 0.175 0.11
H 4.150 0.746 0.086 0.09
H -0.002 2.489 0.569 0.06
H -1.201 3.423 -0.113 0.04
H -0.227 2.212 -1.270 0.08
H -3.375 -1.299 1.206 0.01
H -4.056 -1.227 -0.524 0.09
H -2.900 -0.088 0.219 -0.08

***

Taking the records one at a time from the top gives M values of 139.22; 171.29 g/mol.
Taking the records one at a time from the top gives energy above the lowest of the compared OMol25 structures with the same formula, charge and spin values of 1.381; 6.563 eV.